The following is a quantum chemistry calculation of a structure of composition C33H27ClPTi, from the Open Molecules 2025 dataset.

Geometry as XYZ:
```
63
Properties=species:S:1:pos:R:3:nbo_charge:R:1
C -1.0032 -1.4509 1.7478 -0.2912
C -0.8555 -1.7343 0.3678 -0.2650
C 0.5085 -2.0389 0.1252 -0.2900
H -1.6439 -1.8095 -0.3956 0.2516
C 1.2353 -1.9786 1.3792 -0.3758
C 0.2963 -1.5874 2.4124 -0.4561
H 0.5213 -1.3387 3.4537 0.2543
H -1.9613 -1.2124 2.2119 0.2521
H 0.8636 -2.4083 -0.8397 0.2536
H 2.2980 -2.1874 1.4861 0.2573
Ti 0.6752 0.1458 1.2274 1.2956
Cl 2.6025 1.1994 0.2837 -0.4930
P -0.0029 0.3600 -2.8722 0.8463
C 1.2366 -0.7184 -3.5458 -0.3879
C 0.9223 -1.5633 -4.6317 -0.1440
H -0.0838 -1.5682 -5.0355 0.2122
C 1.9098 -2.3799 -5.1923 -0.2394
H 1.6959 -2.9826 -6.0870 0.2183
C 3.1927 -2.3919 -4.6150 -0.2062
H 3.9908 -2.9918 -5.0653 0.2136
C 3.4909 -1.6465 -3.4558 -0.2166
H 4.4932 -1.6874 -3.0015 0.2226
C 2.4981 -0.8335 -2.9036 -0.1933
H 2.6418 -0.2757 -1.9750 0.2474
C -1.6315 -0.1516 -3.3860 -0.3650
C -2.0764 -1.4852 -3.1653 -0.2201
H -1.4084 -2.2102 -2.6973 0.2155
C -3.3777 -1.8534 -3.5104 -0.2146
H -3.6889 -2.9065 -3.4403 0.2192
C -4.2717 -0.8697 -3.9770 -0.2236
H -5.2732 -1.1721 -4.2995 0.2138
C -3.9017 0.4889 -4.0239 -0.2274
H -4.6220 1.2447 -4.3660 0.2193
C -2.6001 0.8484 -3.6688 -0.1500
H -2.3259 1.8990 -3.5996 0.2138
C 0.3401 2.0567 -3.2765 -0.2787
C 0.9289 2.2908 -4.5330 -0.1987
H 1.2074 1.4447 -5.1540 0.2181
C 1.1311 3.5962 -4.9846 -0.2217
H 1.5286 3.7836 -5.9899 0.2189
C 0.7908 4.6659 -4.1313 -0.1986
H 0.9135 5.6944 -4.4749 0.2138
C 0.2949 4.4525 -2.8271 -0.2102
H 0.0512 5.3073 -2.1686 0.2224
C 0.0974 3.1402 -2.3819 -0.2100
H -0.2320 2.8916 -1.3615 0.2365
C 0.5928 3.4627 5.1047 -0.2237
C 1.3910 2.5089 4.4345 -0.1889
C 0.9136 1.9197 3.2592 -0.2210
C -0.3593 2.2537 2.7441 -0.0042
C -0.8994 1.6129 1.5940 -0.3913
C -2.0966 1.9995 0.9991 -0.2356
C -2.9207 2.9538 1.6668 -0.1949
C -2.4665 3.5425 2.8444 -0.2057
C -1.1715 3.2452 3.4076 -0.0835
C -0.6700 3.8394 4.6079 -0.1616
H 0.9561 3.9193 6.0225 0.2180
H 2.3738 2.2387 4.8284 0.2215
H 1.5897 1.2237 2.7389 0.1735
H -2.3700 1.5478 0.0394 0.2190
H -3.9056 3.2256 1.2697 0.2148
H -3.0895 4.2688 3.3825 0.2107
H -1.2972 4.5823 5.1181 0.2139
```

Orbital gap (alpha / beta) = 7.1 / 7.2 eV
2S+1 = 2
LUMO energy (alpha / beta) = 0.03 / 0.05 eV
Highest occupied orbital energy (alpha / beta) = -7.06 / -7.13 eV
Expectation value of S² = 0.755


The following is a quantum chemistry calculation of a structure of composition C33H27CoI2N10O2, from the Open Molecules 2025 dataset.

Geometry as XYZ:
```
75
Properties=species:S:1:pos:R:3:mulliken_charge:R:1
Co 0.8034 -0.4559 0.1657 -0.0606
I -4.7661 0.0723 -3.8964 0.1890
C -2.8034 0.1833 -3.2032 -0.7895
C -1.9640 -0.7185 -3.8275 -0.5622
C -0.6895 -1.2168 -3.4711 -0.7395
I 0.2018 -2.6122 -4.6972 0.2859
C -0.0507 -0.9382 -2.2027 0.6376
O 0.8402 -1.6326 -1.6833 -0.6494
C -0.4883 0.2001 -1.3605 0.4893
C -2.0016 0.5535 0.6778 -0.7320
N -0.6715 0.9612 1.1347 0.0580
C -0.4120 1.0216 2.5693 0.2077
C 1.0790 0.8497 2.8023 0.1889
C 1.6583 1.2040 4.0073 -1.0657
C 3.0184 1.0101 4.1912 -0.2667
C 3.7708 0.4756 3.1565 -0.8658
C 3.1306 0.1489 1.9813 -0.0530
N 1.8084 0.3245 1.7990 -0.1107
C -2.3363 0.9946 -2.0025 0.8011
H -2.3844 -1.1938 -4.7055 0.4107
H -2.3102 -0.2941 1.2910 -0.8238
H -2.7535 1.3253 0.8648 0.6200
H -0.4114 1.8502 0.7223 0.2825
H -0.9622 0.2171 3.0654 -0.2988
H -0.7469 1.9534 3.0314 0.7230
H 1.0445 1.6344 4.7889 0.5283
H 3.4878 1.2811 5.1284 0.4577
H 4.8361 0.3180 3.2533 0.4397
H 3.6829 -0.2670 1.1477 0.4456
H -2.9071 2.3704 -0.6119 0.4161
C -4.3132 2.8815 -1.9337 -0.1175
N -2.9136 2.3620 -1.6330 0.8171
C -1.9392 0.0672 -0.8016 0.0461
N -0.9367 1.3436 -2.2069 -0.1391
C -0.8115 2.6925 -2.1502 -0.1866
N -1.8923 3.3760 -1.9881 -0.8145
C -4.8213 3.5462 -0.6826 0.2016
C -5.1808 4.8836 -0.6455 -0.9420
C -5.6037 5.4489 0.5533 -0.7073
C -5.5981 4.7098 1.7241 -0.8762
C -5.2087 3.3707 1.6967 -0.2175
C -4.8720 2.7845 0.4847 0.0907
C -5.0819 2.6354 2.9551 0.2972
N -5.4736 3.0050 4.1210 -0.4381
N -5.0093 2.0547 5.0134 -0.4878
C -4.3634 1.1831 4.3209 0.3374
O -4.3591 1.4793 2.9939 -0.0840
C -3.6136 0.0385 4.8504 0.3428
C -3.2706 0.0820 6.2043 -1.0690
C -2.5513 -0.9546 6.7667 -0.8210
C -2.1608 -2.0353 5.9851 -1.0847
C -2.5133 -2.0976 4.6440 0.7956
C -2.1191 -3.3186 3.8447 -1.0134
N -1.4385 -2.9726 2.5919 0.9366
C -0.3321 -2.2591 2.4174 -0.3763
N -0.1196 -2.0899 1.1179 -0.0553
C -1.1385 -2.7920 0.5387 -0.6264
N -1.9725 -3.3156 1.3985 -0.9562
C -3.2442 -1.0553 4.0742 0.3889
H -4.9365 2.0396 -2.1968 0.0751
H -4.2244 3.5568 -2.7779 0.3987
H -2.4174 -0.9068 -0.8841 1.0532
H 0.1351 3.1960 -2.3123 0.4814
H -5.1310 5.4873 -1.5445 0.4460
H -5.9050 6.4880 0.5783 0.4314
H -5.8748 5.1575 2.6703 0.5530
H -4.6728 1.7155 0.4527 1.1158
H -3.5829 0.9315 6.7976 0.5651
H -2.2911 -0.9239 7.8169 0.4528
H -1.5939 -2.8450 6.4316 0.4350
H -2.9815 -3.9108 3.5494 0.3000
H -1.4608 -3.9525 4.4350 0.4627
H 0.2861 -1.8907 3.2230 0.6031
H -1.2419 -2.9210 -0.5281 0.7217
H -3.5608 -1.1143 3.0361 0.5000
```

Orbital gap (alpha / beta) = 8.0 / 6.2 eV
Charge = +2
2S+1 = 5
LUMO energy (alpha / beta) = -5.24 / -7.34 eV
Highest occupied orbital energy (alpha / beta) = -13.28 / -13.50 eV
Expectation value of S² = 6.048


The following is a quantum chemistry calculation of a structure of composition C33H27F5IrN2O5SbTe, from the Open Molecules 2025 dataset.

Geometry as XYZ:
```
75
Properties=species:S:1:pos:R:3:mulliken_charge:R:1
Ir 0.8159 -0.5656 -0.2249 1.8686
O 0.4363 -1.5473 -4.1438 -0.7458
C 0.4736 -1.4752 -2.9320 -0.1343
O 0.7311 -0.3762 -2.2599 -0.7460
C 0.1375 -2.6666 -2.0726 0.8370
C -0.0545 -3.9730 -2.4746 -0.7208
C -0.3555 -4.9148 -1.4941 -0.5564
C -0.4676 -4.5455 -0.1570 -0.6856
C -0.2451 -3.2228 0.1619 0.1191
N 0.0245 -2.3547 -0.7902 0.9833
C -0.2007 -2.5988 1.5357 0.2061
O -0.6883 -3.1573 2.4925 -0.7303
O 0.3873 -1.4258 1.5773 -0.6643
H 0.0634 -4.2319 -3.5163 0.5705
H -0.4771 -5.9539 -1.7697 0.4478
H -0.6663 -5.2599 0.6285 0.5858
C -3.3656 1.8101 4.3167 -0.4534
C -3.5865 2.6642 3.2442 -0.6586
C -3.0199 2.3848 2.0093 -0.4142
C -2.2289 1.2512 1.8442 0.4795
C -1.9988 0.3999 2.9228 -0.6767
C -2.5732 0.6826 4.1560 -0.8041
Sb -1.3932 0.7827 -0.0377 1.0129
C -3.0061 -0.1882 -1.0081 0.5302
C -4.1387 -0.6140 -0.3227 -0.6314
C -5.1156 -1.3503 -0.9822 -0.6190
C -4.9606 -1.6660 -2.3243 -0.5030
C -3.8294 -1.2455 -3.0120 -0.7187
C -2.8525 -0.5122 -2.3558 -0.6691
C -1.3988 2.6513 -1.0208 0.4659
C -0.2253 3.4000 -1.0239 -0.6148
C -0.1835 4.6269 -1.6708 -0.7256
C -1.3125 5.1080 -2.3188 -0.4323
C -2.4838 4.3635 -2.3214 -0.7234
C -2.5276 3.1361 -1.6739 -0.4251
H -3.8077 2.0283 5.2809 0.3557
H -4.1972 3.5496 3.3697 0.3953
H -3.1891 3.0584 1.1767 0.3848
H -1.3597 -0.4693 2.8167 0.4118
H -2.3914 0.0182 4.9909 0.4430
H -4.2612 -0.3767 0.7283 0.4359
H -5.9936 -1.6839 -0.4434 0.3915
H -5.7188 -2.2465 -2.8347 0.3746
H -3.6993 -1.4972 -4.0568 0.4427
H -1.9682 -0.1958 -2.9006 0.5079
H 0.6598 3.0243 -0.5212 0.3412
H 0.7334 5.2024 -1.6740 0.4227
H -1.2779 6.0626 -2.8285 0.3713
H -3.3627 4.7353 -2.8332 0.3898
H -3.4396 2.5493 -1.6927 0.4454
F 4.0331 -1.7515 1.4926 -0.5668
Te 3.1770 -3.2612 0.5129 1.8914
F 3.1798 -3.7287 -1.4328 -0.5546
F 4.9956 -3.5744 0.2116 -0.3732
F 2.8314 -5.2112 0.4683 -0.5085
F 3.1619 -3.8347 2.4002 -0.5147
O 2.5141 -1.5041 -0.5210 -0.9648
C 3.5021 1.0291 -1.8219 -1.2276
C 3.9420 1.0558 -0.3970 1.2954
C 5.2815 1.2707 -0.1278 -1.1301
C 5.7607 1.3399 1.1750 -0.6742
C 4.8982 1.2593 2.2595 -0.9099
C 3.5407 1.1315 2.0553 0.9627
C 2.6148 0.9531 3.2148 -1.3918
C 3.0440 0.9934 0.7139 0.3150
N 1.7023 0.8364 0.6585 0.3601
H 4.2895 1.4379 -2.4547 0.5556
H 2.5881 1.5995 -1.9903 0.0587
H 3.3015 0.0061 -2.1344 0.1895
H 5.9688 1.3569 -0.9600 0.3858
H 6.8239 1.4608 1.3442 0.3675
H 5.2820 1.2852 3.2711 0.3965
H 3.0930 1.2682 4.1414 0.4717
H 2.3442 -0.1015 3.3006 0.2225
H 1.6887 1.5081 3.0600 0.1765
```

Orbital gap (alpha / beta) = 6.0 / 6.4 eV
Charge = -1
2S+1 = 2
LUMO energy (alpha / beta) = 0.86 / 0.83 eV
Highest occupied orbital energy (alpha / beta) = -5.10 / -5.59 eV
ΔE to the lowest compared entry with this formula, charge and spin = 0.596 eV
Expectation value of S² = 0.765


Number 1: E -79585.1492 eV. Number 2: E -107465.5667 eV. Number 3: E -78135.3428 eV.